22
Properties=species:S:1:pos:R:3 method="wB97M-V/def2-TZVPD" smiles=Clc1ccc(Cl)cc1.CSSC homo_ev=-8.910 lumo_ha=0.028
Cl -2.0606 -1.3987 0.6513
C -1.2302 -0.9354 2.0999
C -0.0126 -1.5361 2.4162
C 0.6552 -1.1636 3.5811
C 0.0966 -0.1954 4.4141
Cl 0.9271 0.2678 5.8627
C -1.1209 0.4052 4.0978
C -1.7888 0.0327 2.9329
H 0.4124 -2.2969 1.7483
H 1.6152 -1.6260 3.8462
H -1.5460 1.1660 4.7658
H -2.7487 0.4951 2.6678
C -0.1927 4.8951 -0.4658
S -0.5988 3.4167 0.4888
S 1.2461 2.7038 0.9820
C 1.6350 3.6513 2.4695
H -1.1426 5.3347 -0.8137
H 0.4245 4.6493 -1.3463
H 0.3416 5.6462 0.1399
H 1.7014 4.7334 2.2665
H 0.8834 3.4871 3.2599
H 2.6144 3.3016 2.8371

=====

23
Properties=species:S:1:pos:R:3 method="wB97M-V/def2-TZVPD" homo_ev="-7.908 / -9.617" spin_multiplicity=3 s2=2.011 lumo_ha="-0.006 / -0.156"
C 0.9320 1.4130 -1.1656
C 1.9597 2.0436 -0.6734
C 1.5967 -0.8605 -0.4082
C 2.5556 -0.4398 0.3898
C 0.4737 0.1459 -0.6558
C -3.5954 -0.1814 0.1045
C -2.5500 -0.9007 0.9441
C -1.2467 -1.2413 0.1559
N -0.7316 -0.1015 -0.5072
Si 3.1037 1.3073 0.5021
Cl 1.2506 -2.2923 -1.2049
Cl 4.4158 -2.0118 0.6670
Cl 4.9458 1.5962 -0.3176
H 0.3853 1.9361 -2.0215
H 2.1849 3.0736 -1.0157
H -3.1682 0.7515 -0.2618
H -4.1466 -0.8211 -0.5171
H -4.3568 0.2467 0.7010
H -2.9140 -1.7635 1.3683
H -2.2105 -0.2743 1.9128
H -0.4769 -1.6157 0.7140
H -1.4595 -2.0434 -0.5770
H 3.0524 2.0335 1.8662

=====

21
Properties=species:S:1:pos:R:3 method="wB97M-V/def2-TZVPD" de_lowest_ev=0.000 total_charge=-2 homo_ev=1.397 lumo_ha=0.216
C 1.1245 -0.0811 -1.6200
C 1.9736 -0.4169 -0.5242
C 2.2369 0.7659 0.2192
C 1.5316 1.8508 -0.4070
C 0.8493 1.3109 -1.5611
Sn -0.7730 1.1579 0.8950
C -0.7885 -1.8953 1.6891
C -1.5372 -2.2132 0.6302
C -2.4645 -2.3869 -0.2839
N -1.5366 2.8437 -0.0347
H 2.9044 0.8597 1.0749
H 2.3957 -1.4053 -0.3255
H 1.6159 2.9051 -0.1554
H 0.2706 1.8847 -2.2797
H 0.8020 -0.7663 -2.4013
H 0.3093 -1.8770 1.6361
H -2.0368 2.4908 -0.8623
H -1.2220 -1.7256 2.6861
H -2.6944 -3.3993 -0.6594
H -3.0424 -1.5797 -0.7285
Cl 0.0816 1.6769 3.0123

=====

20
Properties=species:S:1:pos:R:3 method="wB97M-V/def2-TZVPD" de_lowest_ev=4.286 homo_ev="-9.572 / -8.242" lumo_ha="-0.008 / -0.082"
C -2.0634 0.3235 0.1719
C -3.2483 0.1355 0.2726
C 1.1195 -0.1010 -2.1946
C 1.4107 0.3032 -0.6757
C 0.5830 -0.8145 -1.0451
C -4.6918 0.2732 0.4629
C 2.7193 -0.1778 1.5561
C 2.7831 0.0293 -0.0160
F 0.4128 -2.0523 -0.6177
F 3.4417 1.2348 -0.1639
H 0.3675 0.5430 -2.6101
H 1.8493 -0.3049 -2.9214
H 0.8702 1.1446 -0.2943
H -5.2479 -0.5930 0.0379
H -5.0699 1.1285 -0.2307
H -4.8177 0.4819 1.5241
H 3.6400 -0.3919 2.0644
H 1.8919 -0.8473 1.7986
H 2.4623 0.7916 1.9082
H 3.3044 -0.6432 -0.5401

=====

20
Properties=species:S:1:pos:R:3 method="wB97M-V/def2-TZVPD" de_lowest_ev=0.000 homo_ev=-8.136 lumo_ha=-0.025
C -2.1544 0.4989 -0.2079
C -1.0638 -0.2367 -0.4226
C -0.9455 -1.7401 -0.8303
N 0.1275 0.3392 -0.5871
C 1.1745 0.5065 0.1280
C 1.3481 -0.1541 1.4504
C 2.3252 1.2958 -0.2936
C 2.4206 2.0446 -1.3475
C 2.2088 2.7251 -2.4355
I 2.6216 1.6991 -4.3957
H -1.9483 1.5696 0.1809
H -3.1650 0.0518 -0.2159
H -0.5283 -1.6034 -1.8620
H -0.4708 -2.2028 -0.0248
H -1.9381 -2.1025 -0.9591
H 2.0523 0.5680 2.0342
H 1.8775 -1.1409 1.5856
H 0.3646 -0.2662 1.8957
H 3.0939 1.0460 0.5743
H 2.0072 3.7577 -2.4247

=====

21
Properties=species:S:1:pos:R:3 method="wB97M-V/def2-TZVPD" de_lowest_ev=1.833 homo_ev="-7.608 / -7.836" lumo_ha="-0.008 / -0.007"
C 1.9634 -0.6531 -0.9261
C 2.3034 -1.0085 0.3933
C 1.3913 0.6024 -1.1559
C 2.2232 0.0009 1.3687
C 1.1172 1.4166 -0.0105
C -1.7471 -0.0444 1.8355
C -2.3745 -0.8918 -2.2694
C -1.7769 0.1507 0.3576
N 1.5316 1.1191 1.2157
S -1.7614 -1.1710 -0.7002
I -2.7991 1.9176 -0.3029
H 2.1028 -1.3442 -1.7313
H 2.8490 -1.9592 0.3858
H 1.1782 1.0169 -2.2235
H 2.6358 -0.1616 2.3741
H -1.5769 -1.0842 2.0999
H -2.4567 0.4458 2.4880
H -0.8676 0.5042 2.0705
H -2.9091 0.0854 -2.3376
H -1.7472 -1.2988 -3.0244
H 0.7206 2.3572 0.0926

=====

In order of appearance, E = -55173.901, -55388.011, -28297.314, -13884.010, -18044.491, -28880.279 eV.